## A
{"formula": "C4H6O2S", "method": "ωB97M-V/def2-TZVPD", "e_homo_ev": [-6.095, -9.915], "s2": 2.01, "lumo_ev": [0.92, -2.93], "multiplicity": 3, "total_charge": 0, "orbital_gap_ha": [0.258, 0.257], "species": ["C", "C", "C", "C", "O", "O", "S", "H", "H", "H", "H", "H", "H"], "xyz": [[0.54449, 1.62557, -0.31664], [-0.75133, 0.30486, 0.31007], [-1.06526, -0.91469, -0.50359], [-0.32042, -1.26371, 0.72596], [2.26940, 0.05888, 1.16420], [1.80241, -0.61519, -1.17999], [1.33565, -0.10999, 0.08424], [0.55686, 2.31023, 0.51010], [0.22074, 1.90275, -1.29322], [-1.54062, 0.75324, 0.89354], [-2.09838, -1.23483, -0.58888], [-0.52610, -1.02370, -1.44144], [-0.42744, -1.79342, 1.63565]]}

***

## B
{"formula": "C4H6O2S", "method": "ωB97M-V/def2-TZVPD", "e_homo_ev": [-4.764, -9.360], "s2": 2.01, "lumo_ev": [0.74, -2.27], "multiplicity": 3, "total_charge": 0, "orbital_gap_ha": [0.202, 0.261], "species": ["C", "C", "C", "C", "O", "O", "S", "H", "H", "H", "H", "H", "H"], "xyz": [[-0.38568, -0.33092, -1.75729], [-1.14824, 0.05944, 0.95582], [0.86204, 0.61139, -0.40558], [0.19721, 0.75309, 0.94179], [-0.46789, -2.20254, 0.07302], [1.20423, -0.08125, 0.67564], [-1.38796, -1.19342, -0.42473], [-0.85721, 0.39152, -2.37676], [0.19607, -1.08344, -2.25557], [-1.18513, -0.67549, 1.69890], [-1.87391, 0.84265, 0.97950], [1.56800, 1.16697, -1.02850], [0.42947, 1.68993, 1.36923]]}

***

It is B that is most stable; the runner-up trails by 0.737 eV.

***

## A
{"formula": "C8H17N", "method": "ωB97M-V/def2-TZVPD", "e_homo_ev": -7.870, "lumo_ev": 0.95, "total_charge": 0, "orbital_gap_ha": 0.324, "species": ["C", "C", "C", "C", "C", "C", "C", "N", "C", "H", "H", "H", "H", "H", "H", "H", "H", "H", "H", "H", "H", "H", "H", "H", "H", "H"], "xyz": [[-1.03315, 1.32441, 0.03015], [-0.41405, -0.74819, 1.29889], [-2.30864, 1.55731, 0.80114], [0.13711, 2.18694, 0.42025], [2.00578, -0.74379, 0.71987], [1.26701, -2.05298, -1.86176], [0.57446, -1.11304, 0.42612], [-1.03799, 0.86474, -1.20423], [0.22166, -1.50726, -0.91060], [-0.28289, -0.31469, -1.29557], [-1.95898, 0.53010, -1.48308], [-1.42564, -1.10383, 1.15744], [-0.17725, -0.38289, 2.28957], [-0.71756, -2.05943, -0.95854], [-2.67905, 2.56780, 0.61110], [-3.08806, 0.84864, 0.51655], [-2.13891, 1.47322, 1.87285], [-0.09539, 3.23630, 0.21361], [0.36312, 2.09307, 1.48161], [1.02303, 1.92264, -0.15329], [2.11168, -0.30674, 1.71238], [2.39809, -0.03282, -0.01171], [2.64220, -1.63125, 0.67292], [2.12400, -1.38573, -1.95948], [0.84161, -2.19878, -2.85586], [1.64781, -3.02376, -1.53035]]}

***

## B
{"formula": "C8H17N", "method": "ωB97M-V/def2-TZVPD", "e_homo_ev": -7.318, "lumo_ev": 0.67, "total_charge": 0, "orbital_gap_ha": 0.293, "species": ["C", "C", "C", "C", "C", "C", "C", "N", "C", "H", "H", "H", "H", "H", "H", "H", "H", "H", "H", "H", "H", "H", "H", "H", "H", "H"], "xyz": [[1.00886, -1.14356, 0.48970], [-2.12043, 1.09621, 0.67660], [-0.18212, 0.86435, -1.15511], [0.59140, -0.63659, 1.83442], [2.40013, -0.80772, 0.04399], [0.44455, 2.14985, -0.65750], [-1.71186, 0.35137, -0.34345], [0.31444, -2.11817, -0.03850], [-2.11257, -0.92899, -0.79510], [-0.95117, -1.76146, -0.39580], [0.73244, -2.53543, -0.86483], [-1.49136, 1.78074, 1.22211], [-3.15241, 1.05793, 0.99712], [0.53844, 0.14966, -1.54794], [-0.76679, 1.08042, -2.05448], [-0.40990, -0.98250, 2.08450], [1.31043, -0.97542, 2.58981], [0.57156, 0.45183, 1.84191], [2.64326, -1.24512, -0.92273], [3.11670, -1.18297, 0.77565], [2.53897, 0.27337, -0.00538], [-2.98360, -1.35557, -0.30792], [-2.12974, -1.05631, -1.87390], [1.08546, 2.59531, -1.42212], [-0.32380, 2.88438, -0.41579], [1.03910, 1.99439, 0.24475]]}

***

It is A that is most stable; the runner-up trails by 1.687 eV.

***

## A
{"formula": "C5H19NO4", "method": "ωB97M-V/def2-TZVPD", "e_homo_ev": -9.167, "lumo_ev": 0.34, "total_charge": 0, "smiles": "C=C(C)CCN.O.O.O.O", "orbital_gap_ha": 0.349, "species": ["C", "C", "C", "C", "C", "N", "H", "H", "H", "H", "H", "H", "H", "H", "H", "H", "H", "H", "H", "O", "H", "H", "O", "H", "H", "O", "H", "H", "O"], "xyz": [[-0.67153, 0.75335, 0.13175], [-0.39112, -0.62296, 0.80457], [-0.32651, -1.78425, -0.16755], [0.46477, -2.81480, 0.13337], [-1.37696, -1.82496, -1.24355], [0.09043, 1.84854, 0.75514], [-0.34099, 0.76438, -0.91002], [-1.73706, 0.98508, 0.13623], [0.54110, -0.49887, 1.34623], [-1.14473, -0.76485, 1.58365], [0.48392, -3.70682, -0.48076], [1.12592, -2.74425, 0.98783], [-0.92543, -1.92194, -2.23341], [-2.01152, -0.94834, -1.26274], [-2.00603, -2.71171, -1.15049], [-0.16585, 2.01960, 1.71242], [1.06895, 1.57750, 0.71615], [2.28068, 2.52902, -3.14105], [2.06419, 1.07214, -3.40533], [2.19138, 1.68839, -2.67154], [3.31794, 1.62365, 0.85163], [3.04855, 0.37373, 0.05113], [3.01195, 0.71435, 0.96017], [-1.72750, -2.68690, 1.95207], [-1.91473, -2.20219, 3.40511], [-2.31746, -2.73181, 2.71245], [-0.20896, 3.63142, -0.44686], [-1.64232, 3.99118, -0.47175], [-0.78108, 4.39233, -0.65487]]}

***

## B
{"formula": "C5H19NO4", "method": "ωB97M-V/def2-TZVPD", "e_homo_ev": -8.836, "lumo_ev": 0.44, "total_charge": 0, "smiles": "CCCNCCO.O.O.O", "orbital_gap_ha": 0.341, "species": ["C", "C", "C", "N", "C", "C", "O", "H", "H", "H", "H", "H", "H", "H", "H", "H", "H", "H", "H", "H", "H", "H", "O", "H", "H", "O", "H", "H", "O"], "xyz": [[-0.71090, 0.57782, 2.34908], [-1.70421, 0.18365, 1.28814], [0.62607, -0.26133, 2.22529], [1.73019, 0.10562, 1.40182], [1.49971, 0.31531, -0.08267], [2.48173, -0.51286, -0.91764], [1.63375, -1.28831, -1.74055], [-1.13172, 0.38945, 3.34768], [-0.52989, 1.71050, 2.60206], [-2.36528, 1.11167, 1.13507], [-1.41235, -0.07479, 0.28659], [-2.29481, -0.65886, 1.73795], [1.02049, -0.39112, 3.30810], [0.46096, -1.32609, 1.97198], [2.19799, 0.96036, 1.64857], [0.52950, -0.15830, -0.29387], [1.47306, 1.41765, -0.32100], [3.15597, 0.14509, -1.48207], [3.10722, -1.09673, -0.25789], [2.01614, -2.08091, -2.12731], [-2.35474, 1.72532, -2.08357], [-1.21500, 1.87900, -0.91645], [-1.88464, 2.29113, -1.46984], [0.51099, -0.14854, -2.69742], [0.30822, 1.27094, -3.37856], [-0.05169, 0.62940, -2.78055], [-1.90880, -2.44646, -0.29791], [-2.52618, -1.78650, -1.55476], [-2.66177, -2.48210, -0.90027]]}

***

It is A that is most stable; the runner-up trails by 1.156 eV.

***

## A
{"formula": "C5H12N4", "method": "ωB97M-V/def2-TZVPD", "e_homo_ev": [-19.248, -18.857], "lumo_ev": [-11.89, -10.74], "total_charge": 2, "orbital_gap_ha": [0.271, 0.298], "species": ["C", "C", "C", "C", "C", "N", "N", "N", "N", "H", "H", "H", "H", "H", "H", "H", "H", "H", "H", "H", "H"], "xyz": [[0.52454, 0.35051, -0.04292], [1.20988, 1.57882, -0.12891], [-2.45448, -1.55289, 0.37090], [2.72000, -0.64962, 0.25299], [-1.62251, 1.15724, -0.66223], [0.88405, -1.90758, 0.50371], [-1.29339, -0.87261, 0.59256], [1.23508, -0.78074, 0.28076], [-0.90664, 0.15944, 0.02661], [2.09327, 1.77893, 0.41217], [1.67956, 1.73206, -1.06523], [0.43462, 2.30897, 0.13459], [-2.20126, -2.32559, -0.41458], [-2.82635, -2.17518, 1.32879], [-3.22877, -0.81680, 0.13335], [3.25508, -1.41820, 0.75405], [2.98519, -0.67688, -0.89847], [3.16283, 0.14616, 0.85230], [-1.01680, 1.63922, -1.41757], [-2.53406, 0.54118, -1.05774], [-2.09983, 1.78356, 0.04489]]}

***

## B
{"formula": "C5H12N4", "method": "ωB97M-V/def2-TZVPD", "e_homo_ev": -19.368, "lumo_ev": -9.50, "total_charge": 2, "smiles": "C[C@H](CCNC#[NH+])N=[NH2+]", "orbital_gap_ha": 0.362, "species": ["C", "C", "C", "C", "C", "N", "N", "N", "N", "H", "H", "H", "H", "H", "H", "H", "H", "H", "H", "H", "H"], "xyz": [[-2.68572, -0.47189, -0.19186], [0.35644, 1.32243, -0.60328], [-1.07245, 1.30564, -0.09686], [1.23766, 0.16881, -0.20875], [1.65868, 0.17407, 1.23760], [1.41798, -2.16406, -0.48054], [-1.83206, 0.19086, -0.78706], [0.73061, -1.12620, -0.18631], [-3.38049, -1.20669, 0.41930], [0.29599, 1.26952, -1.63725], [0.69631, 2.38890, -0.38302], [-1.11479, 1.26379, 0.97701], [-1.53324, 2.25651, -0.40924], [2.19033, 0.23562, -0.61786], [1.15458, -0.38582, 1.97316], [1.53028, 1.17460, 1.59461], [2.69310, -0.21367, 1.42372], [2.37449, -1.99809, -0.90960], [-1.63240, 0.05603, -1.78952], [-4.26233, -1.15096, 0.89464], [1.17700, -3.08938, -0.21891]]}

***

It is B that is most stable; the runner-up trails by 5.140 eV.

***

## A
{"formula": "CH4ClN3", "method": "ωB97M-V/def2-TZVPD", "e_homo_ev": -8.447, "lumo_ev": 0.71, "total_charge": 0, "smiles": "NC(N)=NCl", "orbital_gap_ha": 0.336, "species": ["C", "N", "N", "N", "Cl", "H", "H", "H", "H"], "xyz": [[-0.16376, 0.10467, 0.05761], [-0.87246, 0.22192, 1.26634], [-0.12077, 1.28111, -0.65696], [0.54079, -0.98461, -0.33891], [-0.93891, -1.37090, 1.96743], [-0.45279, 1.96810, -0.01682], [0.65675, 1.47900, -1.30053], [0.70049, -1.76353, 0.34659], [0.65065, -0.93577, -1.32475]]}

***

## B
{"formula": "CH4ClN3", "method": "ωB97M-V/def2-TZVPD", "e_homo_ev": -9.367, "lumo_ev": -0.95, "total_charge": 0, "orbital_gap_ha": 0.309, "species": ["C", "N", "N", "N", "Cl", "H", "H", "H", "H"], "xyz": [[0.77553, -0.57697, -0.55524], [0.46669, -0.74371, 0.81796], [-0.17006, 1.65658, 0.10565], [-0.10707, 0.41439, -0.00023], [-2.05376, -0.35507, -0.08765], [1.88322, -0.16258, -0.77239], [0.23530, -1.06666, -1.26563], [-0.37006, -1.30832, 0.94996], [-0.65978, 2.14235, 0.80757]]}

***

It is A that is most stable; the runner-up trails by 4.739 eV.

***

## A
{"formula": "C6H4F2O2", "method": "ωB97M-V/def2-TZVPD", "e_homo_ev": -8.482, "lumo_ev": 0.72, "total_charge": 0, "smiles": "Oc1cc(O)c(F)cc1F", "orbital_gap_ha": 0.338, "species": ["C", "C", "C", "C", "C", "C", "H", "H", "H", "H", "O", "O", "F", "F"], "xyz": [[-1.17641, 0.73069, 0.00842], [0.01934, 1.40353, 0.02626], [1.20499, 0.68641, -0.01060], [1.16618, -0.71684, -0.02498], [0.00235, -1.41738, 0.03368], [-1.21957, -0.69930, -0.06181], [-3.05956, 0.75844, -0.00725], [0.03314, 2.48171, 0.01239], [3.11724, 0.75891, -0.06355], [-0.06806, -2.47880, 0.08120], [-2.32465, 1.41721, -0.04631], [2.36290, 1.38793, 0.05230], [2.38730, -1.34161, -0.03612], [-2.42175, -1.31217, 0.04762]]}

***

## B
{"formula": "C6H4F2O2", "method": "ωB97M-V/def2-TZVPD", "e_homo_ev": [-8.711, -9.015], "lumo_ev": [-0.41, -0.76], "total_charge": 0, "orbital_gap_ha": [0.305, 0.304], "species": ["C", "C", "C", "C", "C", "C", "O", "O", "F", "F", "H", "H", "H", "H"], "xyz": [[1.84083, -1.54594, -1.40626], [1.32344, -1.07427, -0.42409], [-0.67493, 1.51514, -0.25613], [0.55147, 1.04304, 0.56401], [0.73901, -0.41636, 0.65384], [-1.68343, -0.57578, 0.22414], [-0.73003, 2.57234, -0.78723], [-1.74309, 0.67155, -0.28460], [-2.01380, -1.53864, -0.63519], [-2.37238, -0.73792, 1.36438], [2.30009, -1.99853, -2.23321], [1.39970, 1.52587, 0.07332], [0.41014, 1.48985, 1.55064], [0.65297, -0.93036, 1.59638]]}

***

It is A that is most stable; the runner-up trails by 3.667 eV.